C11H27ClIO2P2Ti as an isolated structure. Source: OMol25; level of theory: ωB97M-V/def2-TZVPD.

Properties
LUMO level (alpha / beta) = -8.5 / -9.7 eV
net charge = +2
2S+1 = 2
Kohn-Sham gap (alpha / beta) = 6.97 / 5.82 eV
<S²> = 0.76
HOMO level (alpha / beta) = -15.52 / -15.48 eV

Last column: Löwdin spin population.
Cartesian coordinates (Å):
C -2.0812 -2.0349 0.7977  0.070
C -1.1048 -0.9625 1.0060  0.306
H -2.5588 -2.3457 1.7427  0.011
H -1.5905 -2.9084 0.3398  -0.001
H -2.8615 -1.7032 0.0941  -0.001
O -0.7140 -0.3502 2.0009  0.323
I 1.7975 1.4457 -2.2059  0.040
Ti 0.2675 0.2325 -0.2469  0.180
P -1.7644 1.6884 -0.4795  -0.007
C -1.6501 3.1290 0.6137  -0.002
C -1.7259 2.3572 -2.1739  -0.001
H -2.6806 2.8459 -2.3973  0.000
H -4.1540 1.9283 -0.4802  0.000
H -1.5583 1.5354 -2.8787  0.000
H -3.6591 0.2646 -0.9471  0.000
H -0.6882 3.6363 0.4977  0.000
H -0.9028 3.0725 -2.2746  0.000
C -3.4695 1.0985 -0.2591  0.001
H -2.4655 3.8202 0.3754  0.000
H -3.6204 0.7615 0.7750  0.000
H -1.7409 2.7933 1.6528  0.000
P 1.8114 -1.6938 0.2097  -0.007
C 2.9974 -1.2720 1.5131  -0.002
C 1.2488 -3.3661 0.6466  0.001
H 2.1377 -1.9550 -2.1667  0.000
H 3.3643 -2.8649 -1.2307  0.000
H 3.4965 -1.0838 -1.4238  0.000
C 2.8062 -1.9248 -1.2992  -0.001
H 0.5751 -3.7404 -0.1348  0.000
H 2.1294 -4.0176 0.7244  0.000
H 3.7490 -2.0659 1.5787  0.000
H 2.4622 -1.1890 2.4658  0.000
H 0.7190 -3.3456 1.6081  0.000
H 3.4858 -0.3155 1.3070  0.000
Cl -0.6393 -1.0815 -1.9863  0.092
C 1.7973 3.8637 0.4713  0.000
C 2.1700 2.4621 0.8148  0.000
C 3.6238 2.1337 0.8396  0.000
O 1.2823 1.5618 0.9925  0.000
H 2.6914 4.4831 0.3974  0.000
H 1.1312 4.3288 1.1990  0.000
H 1.3208 3.8572 -0.5181  0.000
H 3.9451 1.6511 1.7621  0.000
H 3.8387 1.4814 -0.0172  0.000
H 4.2154 3.0406 0.7157  0.000

Cartesian forces (eV/Å) of the 2 atoms listed first:
-0.753 -0.775 0.025
0.692 1.480 3.743



C4H6N2O3 as an isolated structure. Source: OMol25; level of theory: ωB97M-V/def2-TZVPD.

Properties
LUMO level = -0.9 eV
net charge = 0
Kohn-Sham gap = 8.16 eV
ΔE to the lowest compared entry with this formula, charge and spin = 393.9 kJ/mol
HOMO level = -9.02 eV

Last column: natural (NBO) charge in e.
Cartesian coordinates (Å):
C -2.1628 0.4958 0.0096  -0.430
N -0.7219 0.2663 -0.0413  -0.497
C 0.1662 1.2018 -0.2655  0.767
C 1.6710 -0.0261 -0.4849  0.594
C -0.0622 -1.1190 -0.1091  0.234
O 2.3404 0.0692 0.6909  -0.718
N 0.2005 -1.8030 0.9463  -0.584
O 0.3694 2.3559 -0.4102  -0.502
O 2.2285 -0.1831 -1.5449  -0.583
H 3.2871 -0.0368 0.4808  0.489
H 0.6119 -1.2523 1.6995  0.366
H -0.3870 -1.6068 -1.0298  0.200
H -2.5722 0.5161 -1.0021  0.207
H -2.6038 -0.3307 0.5680  0.226
H -2.3652 1.4527 0.4927  0.231

Cartesian forces (eV/Å) of the 2 atoms listed first:
0.016 -0.297 -0.051
0.215 -0.482 0.197



C55H55BGeN10O2SV as an isolated structure. Source: OMol25; level of theory: ωB97M-V/def2-TZVPD.

Properties
LUMO level (alpha / beta) = -6.7 / -6.1 eV
net charge = +2
2S+1 = 2
Kohn-Sham gap (alpha / beta) = 6.59 / 7.22 eV
ΔE to the lowest compared entry with this formula, charge and spin = 28.3 kJ/mol
<S²> = 0.76
HOMO level (alpha / beta) = -13.34 / -13.35 eV

Last column: Löwdin spin population.
Cartesian coordinates (Å):
V 1.1537 0.2270 -1.1263  1.043
C 5.3122 -0.7289 -0.8923  0.003
C 4.2035 0.0099 -0.5014  0.005
N 3.1263 -0.3995 -1.1761  -0.013
N 3.5195 -1.3890 -2.0020  0.000
C 4.8319 -1.6074 -1.8455  0.009
B 2.5513 -1.9803 -3.0535  0.000
N 2.0537 -0.7482 -3.8858  0.000
C 2.1325 -0.3704 -5.1695  0.009
C 1.7026 0.9387 -5.2828  0.002
C 1.3625 1.3099 -3.9888  0.006
N 1.5710 0.2865 -3.1584  -0.009
N 1.2998 -2.5184 -2.3053  0.001
C 0.5937 -3.6436 -2.4404  -0.001
C -0.5271 -3.5753 -1.6224  -0.001
C -0.4425 -2.3397 -1.0102  0.001
N 0.6652 -1.7021 -1.4155  -0.005
N 3.2554 -3.0311 -3.8494  0.000
C 4.0843 -2.9271 -4.9263  0.000
C 4.7037 -4.1337 -5.1029  0.000
C 4.2105 -4.9344 -4.0549  0.000
N 3.3561 -4.2744 -3.2986  0.000
H 6.3211 -0.6394 -0.5319  0.000
H 4.1273 0.7954 0.2324  0.000
H 5.3282 -2.3725 -2.4198  0.000
H 2.4590 -1.0572 -5.9325  0.000
H 1.6387 1.5307 -6.1781  0.000
H 0.9551 2.2382 -3.6195  0.000
H 0.9411 -4.4240 -3.0916  0.000
H -1.2909 -4.3208 -1.4946  0.000
H -1.1137 -1.8405 -0.3329  0.000
H 4.2152 -2.0032 -5.4657  0.000
H 5.4111 -4.3991 -5.8685  0.000
H 4.4435 -5.9624 -3.8287  0.000
C -3.5954 5.6528 0.9247  0.000
C -2.8560 4.9266 2.0478  0.000
C -3.7943 4.8001 3.2559  0.000
C -1.6133 5.7408 2.4402  0.000
C -2.3797 3.5472 1.6182  0.000
C -1.8338 2.6594 2.5448  0.001
C -1.3316 1.4471 2.1187  0.001
N -1.3473 1.0384 0.8472  0.007
C -1.8760 1.8752 -0.0399  0.001
C -2.3942 3.1206 0.2969  0.000
C -1.9252 1.3824 -1.4410  0.002
C -2.9875 1.7533 -2.2456  -0.001
C -3.1949 1.1936 -3.5023  0.003
C -2.2960 0.1996 -3.8730  0.000
C -1.2351 -0.0995 -3.0481  0.002
N -0.9922 0.4955 -1.8676  -0.006
C -4.3798 1.6151 -4.3542  0.000
C -5.6640 1.1466 -3.6522  0.000
C -4.3187 0.9981 -5.7510  0.000
C -4.3918 3.1447 -4.4831  0.000
H -3.9710 6.6048 1.2988  0.000
H -4.4512 5.0777 0.5649  0.000
H -2.9424 5.8752 0.0787  0.000
H -4.1765 5.7851 3.5246  0.000
H -3.2846 4.3990 4.1318  0.000
H -4.6472 4.1575 3.0312  0.000
H -1.9035 6.7561 2.7136  0.000
H -0.9048 5.7986 1.6116  0.000
H -1.1032 5.2941 3.2960  0.000
H -1.7774 2.9096 3.5955  0.000
H -0.8873 0.7680 2.8372  0.000
H -2.7570 3.7791 -0.4776  0.000
H -3.7071 2.4558 -1.8512  0.000
H -2.3953 -0.3442 -4.8002  0.000
H -0.5387 -0.8669 -3.3536  0.000
H -5.6830 0.0608 -3.5463  0.000
H -6.5312 1.4444 -4.2422  0.000
H -5.7656 1.5897 -2.6605  0.000
H -4.4062 -0.0892 -5.7222  0.000
H -3.3958 1.2606 -6.2718  0.000
H -5.1508 1.3727 -6.3463  0.000
H -4.5307 3.6370 -3.5202  0.000
H -5.2177 3.4481 -5.1263  0.000
H -3.4660 3.5144 -4.9272  0.000
O 0.4505 3.7286 0.2784  -0.002
C 1.0640 2.7435 0.4963  -0.001
O 1.2655 1.8113 -0.5637  -0.055
C 1.8568 2.3549 1.6789  -0.001
C 2.3986 3.4098 2.4115  0.000
C 3.3040 3.1685 3.4295  0.001
C 3.6951 1.8637 3.6948  0.000
C 3.1448 0.8072 2.9841  0.001
C 2.1841 1.0293 2.0024  -0.002
S 1.4797 -0.3978 1.2240  -0.003
H 2.1205 4.4206 2.1427  0.000
H 3.7302 3.9927 3.9838  0.000
H 4.4390 1.6640 4.4550  0.000
H 3.4670 -0.2086 3.1819  0.000
C 4.7579 -4.4089 2.5667  0.000
C 3.9579 -4.2327 1.4420  0.000
C 2.7521 -3.5642 1.5548  0.000
C 2.3344 -3.0682 2.7936  -0.001
C 3.1403 -3.2499 3.9146  0.000
C 4.3517 -3.9219 3.7992  0.000
Ge 0.6844 -2.1059 2.8882  0.001
C 0.1760 -1.1833 4.4948  0.001
C 1.0534 -0.4214 5.2712  0.000
C 0.6159 0.2031 6.4276  0.000
C -0.7032 0.0616 6.8368  0.000
C -1.5784 -0.7200 6.0980  0.000
C -1.1441 -1.3400 4.9355  0.000
C -0.8063 -2.9828 2.0622  0.000
C -0.7044 -4.3553 1.8357  0.000
C -1.8043 -5.0740 1.3834  0.000
C -3.0033 -4.4236 1.1407  0.000
C -3.1130 -3.0526 1.3547  0.000
C -2.0243 -2.3377 1.8233  0.000
H 5.7002 -4.9339 2.4815  0.000
H 4.2734 -4.6166 0.4803  0.000
H 2.1407 -3.4216 0.6674  0.000
H 2.8244 -2.8833 4.8853  0.000
H 4.9729 -4.0695 4.6723  0.000
H 2.0918 -0.3230 4.9893  0.000
H 1.3069 0.7889 7.0192  0.000
H -1.0427 0.5437 7.7440  0.000
H -2.5988 -0.8561 6.4301  0.000
H -1.8393 -1.9584 4.3840  0.000
H 0.2288 -4.8759 2.0189  0.000
H -1.7237 -6.1414 1.2254  0.000
H -3.8610 -4.9840 0.7920  0.000
H -4.0518 -2.5478 1.1680  0.000
H -2.1189 -1.2704 1.9851  0.000

Cartesian forces (eV/Å) of the 2 atoms listed first:
-0.155 -0.366 -0.577
-0.005 -0.013 -0.005



C17H29BrI2N3O3 as an isolated structure. Source: OMol25; level of theory: ωB97M-V/def2-TZVPD.

Properties
LUMO level = -4.7 eV
net charge = +1
Kohn-Sham gap = 5.84 eV
ΔE to the lowest compared entry with this formula, charge and spin = 0.0 kJ/mol
HOMO level = -10.50 eV

Last column: natural (NBO) charge in e.
Cartesian coordinates (Å):
C -1.9469 4.9792 1.6005  -0.731
C -1.0840 3.7881 1.8944  0.805
O -0.1336 3.8403 2.5940  -0.528
O -1.5266 2.6079 1.3069  -0.535
C -0.4813 1.7685 0.9345  0.089
N -1.0730 0.4279 0.8523  -0.284
C -0.9282 -0.4421 -0.0561  0.287
C -1.8095 -1.6628 0.1860  -0.427
I -2.2396 -2.3334 -1.8187  0.215
C -2.9293 -0.9871 1.0242  -0.005
Br -3.5802 -2.3864 2.2754  0.089
C -4.0174 -0.2370 0.2900  -0.489
C -5.3018 0.0085 1.0734  -0.436
C -5.2417 1.1575 2.0715  -0.501
I -5.4452 3.0919 1.1669  0.085
C -1.9686 -0.0882 1.8989  0.055
N -1.1212 -0.9919 2.7371  -0.607
C -0.5152 -0.3763 3.6042  0.884
O -0.0131 0.2364 4.4580  -0.422
H -1.3394 5.8362 1.3559  0.263
H -2.4760 5.1913 2.5253  0.263
H -2.6998 4.7450 0.8601  0.241
H -0.1160 2.0206 -0.0560  0.210
H 0.3433 1.7402 1.6429  0.239
H -0.2881 -0.3012 -0.9120  0.262
H -1.3230 -2.5102 0.6303  0.307
H -4.2840 -0.8098 -0.5902  0.252
H -3.6096 0.7180 -0.0475  0.232
H -6.0559 0.2737 0.3398  0.237
H -5.6830 -0.8761 1.5659  0.243
H -4.3581 1.1676 2.6948  0.195
H -6.0794 1.0530 2.7450  0.240
H -2.4052 0.5950 2.6102  0.263
C 2.0708 -2.5433 -3.4534  -0.614
C 3.5003 -2.3223 -2.9887  -0.218
N 3.7680 -0.9438 -2.6174  -0.449
C 5.1845 -0.6578 -2.4360  -0.210
C 5.9213 -1.3673 -1.2951  -0.636
C 2.8801 -0.3766 -1.6255  -0.210
C 2.7760 -1.0741 -0.2598  -0.632
H 1.8115 -1.8688 -4.2707  0.215
H 1.9483 -3.5658 -3.8112  0.223
H 1.3585 -2.3970 -2.6400  0.180
H 4.1641 -2.5901 -3.8133  0.209
H 3.7200 -3.0269 -2.1722  0.161
H 5.3131 0.4221 -2.3245  0.194
H 5.6899 -0.9068 -3.3730  0.199
H 5.6713 -0.9441 -0.3225  0.196
H 6.9974 -1.2442 -1.4248  0.224
H 5.7178 -2.4381 -1.2722  0.207
H 1.8729 -0.3317 -2.0614  0.167
H 3.1550 0.6702 -1.4699  0.201
H 2.6916 -2.1576 -0.3515  0.215
H 1.8807 -0.7220 0.2698  0.164
H 3.6254 -0.8478 0.3807  0.223

Cartesian forces (eV/Å) of the 2 atoms listed first:
-0.614 -0.871 0.200
-0.705 1.388 0.116



One molecule with the formula C4H9N3S. Source: OMol25; level of theory: ωB97M-V/def2-TZVPD.

Properties
LUMO level = 0.6 eV
net charge = 0
Kohn-Sham gap = 7.99 eV
ΔE to the lowest compared entry with this formula, charge and spin = 463.6 kJ/mol
HOMO level = -7.36 eV

Last column: natural (NBO) charge in e.
Cartesian coordinates (Å):
C 1.1693 0.1317 -0.2101  -0.094
C -1.8148 -0.9613 0.8467  -0.614
C -0.6551 1.7410 0.1430  -0.422
C -1.0486 -0.5735 -0.4250  -0.206
N 3.4482 -0.7504 -0.7296  -0.256
N 2.7542 -1.5645 -1.1133  -0.058
N -0.0826 0.4257 -0.1722  -0.413
S 2.5066 1.0061 0.0078  0.044
H -1.1319 -1.1057 1.6789  0.214
H -2.5018 -0.0920 1.1156  0.192
H -2.3955 -1.7939 0.8362  0.218
H 0.0962 2.3790 0.4905  0.220
H -1.0113 2.1471 -0.7540  0.203
H -1.4153 1.4438 0.9554  0.206
H -0.6038 -1.4267 -0.8851  0.232
H -1.7639 -0.2273 -1.2461  0.182
H 4.4501 -0.7793 -0.5389  0.353

Cartesian forces (eV/Å) of the 2 atoms listed first:
0.299 -0.122 -0.360
0.658 3.864 0.530